The following is a DFT calculation (the ωB97M-V functional and the def2-TZVPD basis) of C19H26I2IrNO4PS3Te as an isolated structure.

net charge	+1
2S+1	1
energy relative to the best compared isomer or geometry (same formula, charge and spin)	0.000	eV
calculated total energy	-3598.887341	Eh
highest occupied orbital energy	-10.6	eV

CARTESIAN COORDINATES (ANGSTROEM)
O (2.668, -2.513, -0.728)
H (4.024, -2.847, -2.266)
H (-2.987, -4.924, 1.818)
S (-2.656, 3.506, -1.193)
H (4.692, 1.191, -1.397)
H (0.908, 3.816, -2.239)
H (4.054, -5.308, -1.938)
C (-1.051, 4.274, -1.500)
H (-6.349, -1.467, 1.111)
Ir (-0.478, 0.036, -0.034)
C (5.552, -0.709, -0.821)
H (-0.522, -4.853, 1.570)
C (-3.255, -2.865, 1.229)
H (-3.186, 3.849, 2.485)
C (-0.498, -2.808, 0.932)
C (4.410, 0.275, -0.883)
H (-4.220, 4.094, 0.411)
H (4.362, -4.502, -0.395)
I (-5.840, -4.361, 1.921)
O (1.573, -0.504, 0.254)
I (-5.533, 1.340, 0.198)
H (-0.215, 1.982, 2.006)
C (3.191, -3.364, -1.791)
N (-1.190, -1.714, 0.671)
H (2.396, -3.509, -2.527)
C (0.286, 2.947, 1.907)
O (-2.375, 0.533, 0.205)
C (3.616, -4.669, -1.172)
P (2.121, -1.068, -1.050)
C (-2.536, 3.622, 1.638)
C (-5.274, -1.555, 1.039)
C (0.004, 3.278, -1.944)
H (2.163, 2.613, 0.895)
H (5.255, -1.631, -0.322)
H (5.920, -0.940, -1.820)
Te (0.111, -0.971, -2.355)
C (-2.549, -1.722, 0.821)
H (-1.156, 5.000, -2.308)
H (6.370, -0.267, -0.251)
H (0.941, 3.044, 2.774)
O (3.297, -0.250, -1.678)
H (0.575, -2.754, 0.808)
C (-3.166, -0.485, 0.536)
H (-0.725, 4.814, -0.613)
C (-4.534, -0.419, 0.640)
S (-0.908, 4.292, 2.110)
C (-2.489, -4.017, 1.499)
C (-1.127, -3.983, 1.360)
H (-0.319, 2.699, -2.811)
H (1.296, 4.035, 0.324)
C (1.173, 3.006, 0.662)
H (2.765, -5.189, -0.736)
H (4.031, 0.529, 0.108)
H (-2.970, 5.319, 0.358)
C (-4.667, -2.746, 1.332)
S (0.637, 2.041, -0.779)
C (-3.140, 4.242, 0.385)
H (-2.479, 2.539, 1.545)